[1]
The following is a quantum chemistry calculation of a molecular structure, C9H14Cl14F12NO4PS2V, from the OMol25 dataset.

Computed properties:
- Gap between HOMO and LUMO (spin up / spin down): 9.00 / 8.96 eV
- Charge: 0
- Energy relative to the best compared isomer or geometry (same formula, charge and spin): 0.0 kJ/mol
- E_HOMO (spin up / spin down): -10.894 / -10.894 eV
- Multiplicity: 4
- E_LUMO (spin up / spin down): -1.894 / -1.937 eV
- ⟨S²⟩: 3.7535

Cartesian coordinates (Å):
V: -2.048 -2.351 -0.820
Cl: 1.574 1.897 -4.420
Cl: -5.727 3.160 4.233
Cl: 7.559 -2.441 0.070
Cl: 2.879 -2.806 -4.855
Cl: 0.389 -1.620 7.305
Cl: -3.612 6.957 -1.802
Cl: 0.170 -0.371 -3.183
Cl: 1.886 -3.321 5.477
Cl: 0.290 3.883 2.278
Cl: -3.289 3.843 2.705
Cl: 6.715 0.144 1.113
Cl: -4.933 6.200 0.712
Cl: 0.490 4.822 -0.516
Cl: 4.383 -3.214 -2.333
S: 0.373 -0.570 1.087
S: -2.046 0.278 0.555
P: -1.327 -4.653 -2.366
F: -1.140 -3.037 -2.730
F: -0.977 -4.268 -0.790
F: -2.649 1.434 -1.738
F: 1.958 -1.262 -0.905
F: 1.289 -2.916 0.301
F: -2.866 -4.133 -1.959
F: -1.627 -6.152 -1.969
F: 0.197 -4.941 -2.646
F: -2.205 2.805 -0.105
F: -0.592 1.780 -1.113
F: -1.764 -4.902 -3.868
F: 2.796 -1.576 1.074
O: 0.218 -1.137 2.412
O: -3.209 -0.507 0.112
O: 0.770 0.805 1.053
O: -2.087 0.855 1.854
N: -0.846 -0.871 0.096
C: 0.428 -2.287 5.667
C: -1.847 1.687 -0.715
C: 1.333 4.070 0.845
C: 2.889 -3.506 -3.226
C: -3.705 5.772 -0.481
C: -3.986 2.853 4.001
C: 6.384 -1.100 -0.109
C: 0.039 1.028 -4.291
C: 1.720 -1.655 0.344
H: -3.485 3.081 4.935
H: -2.703 5.711 -0.070
H: -0.420 -2.930 5.472
H: 6.513 -0.687 -1.100
H: 2.189 4.689 1.088
H: -0.243 0.681 -5.276
H: -3.828 1.801 3.792
H: 2.057 -3.023 -2.737
H: -0.681 1.708 -3.855
H: -3.993 4.807 -0.883
H: 2.776 -4.579 -3.305
H: 5.399 -1.513 0.058
H: 1.667 3.070 0.591
H: 0.501 -1.493 4.934



[2]
The following is a quantum chemistry calculation of a molecular structure, C9H14F5IrNOS, from the OMol25 dataset.

Computed properties:
- Gap between HOMO and LUMO: 8.21 eV
- Charge: +1
- Energy relative to the best compared isomer or geometry (same formula, charge and spin): 166.3 kJ/mol
- E_HOMO: -11.626 eV
- E_LUMO: -3.418 eV

Cartesian coordinates (Å):
Ir: -0.188 0.944 -0.463
S: -2.113 -1.999 0.026
F: 2.348 0.083 -1.335
F: 2.736 -2.020 0.407
F: 2.847 0.003 1.194
F: 1.157 -1.283 1.666
F: 0.895 -1.521 -1.222
O: -1.572 -0.619 -0.329
N: -0.378 0.948 1.584
C: 1.539 2.563 -1.126
C: -1.996 -2.167 1.785
C: -0.994 -3.293 -0.437
C: 0.583 3.117 -0.271
C: 2.034 -0.926 0.687
C: -0.708 3.054 -0.905
C: -0.504 2.420 -2.153
C: 1.316 -0.378 -0.583
C: 0.870 2.116 -2.273
H: 2.594 2.460 -0.918
H: -1.331 0.672 1.807
H: -1.637 3.503 -0.594
H: -1.251 2.274 -2.917
H: -1.501 -4.232 -0.200
H: -0.220 1.876 1.956
H: 1.319 1.602 -3.110
H: -2.248 -3.197 2.045
H: -0.054 -3.208 0.102
H: -2.728 -1.495 2.232
H: -0.838 -3.219 -1.511
H: -0.980 -1.941 2.102
H: 0.758 3.562 0.699
H: 0.246 0.301 2.055



[3]
The following is a quantum chemistry calculation of a gas-phase ion, C9H14FN2 (charge +1), from the OMol25 dataset.

Computed properties:
- Gap between HOMO and LUMO: 9.52 eV
- Charge: +1
- Energy relative to the best compared isomer or geometry (same formula, charge and spin): 70.7 kJ/mol
- E_HOMO: -13.508 eV
- E_LUMO: -3.988 eV
- SMILES: C/C(F)=[NH+]/[C@@H]1C=CC(C(C)C)=N1

Cartesian coordinates (Å):
F: -3.618 0.779 -0.735
N: -1.979 -0.105 0.417
N: 0.255 0.447 0.049
C: -4.255 -0.240 1.223
C: 1.226 -0.194 -0.583
C: 2.574 -0.177 -0.075
C: -3.210 0.130 0.318
C: -0.995 0.207 -0.629
C: -0.637 -0.741 -1.715
C: 0.651 -0.996 -1.698
C: 3.250 1.219 -0.423
C: 2.500 -0.218 1.486
H: -4.683 0.581 1.580
H: 2.701 2.019 0.100
H: 1.067 -1.466 -2.564
H: 3.471 0.241 1.829
H: -1.446 -0.588 1.157
H: 2.211 -1.166 1.906
H: 3.179 1.241 -1.515
H: -1.303 1.057 -1.253
H: 4.319 1.256 -0.220
H: -4.015 -0.894 2.057
H: -1.083 -1.170 -2.560
H: 1.716 0.508 1.747
H: -5.092 -0.717 0.631
H: 3.197 -1.012 -0.528



[4]
The following is a quantum chemistry calculation of a gas-phase ion, C9H14FN2O3 (charge +1), from the OMol25 dataset.

Computed properties:
- Gap between HOMO and LUMO (spin up / spin down): 7.90 / 8.09 eV
- Charge: +1
- E_HOMO (spin up / spin down): -11.061 / -10.781 eV
- E_LUMO (spin up / spin down): -3.157 / -2.690 eV

Cartesian coordinates (Å):
F: -2.912 0.487 -1.394
O: 0.489 -0.112 -1.477
O: -0.365 -1.830 -0.377
O: 0.641 -2.173 2.141
N: 1.394 -0.316 3.130
N: 0.883 -0.244 0.862
C: -0.386 -0.789 -2.427
C: 0.557 -0.884 -0.342
C: 0.969 -0.902 2.018
C: -0.980 -1.852 -1.543
C: 0.966 1.833 2.131
C: -1.342 0.191 -3.155
C: -2.818 0.190 -2.736
C: 1.723 1.092 3.225
C: 1.248 1.174 0.792
H: -0.106 1.794 2.338
H: 0.275 -1.230 -3.197
H: -1.517 -2.728 -1.837
H: 1.431 1.450 4.214
H: 0.312 -2.588 1.326
H: 2.302 1.260 0.516
H: 2.805 1.228 3.116
H: -0.928 1.193 -3.005
H: -1.314 -0.027 -4.224
H: -3.367 0.965 -3.276
H: 0.648 1.624 -0.002
H: 1.271 2.877 2.098
H: -3.289 -0.786 -2.875
H: 1.410 -0.894 3.959



[5]
The following is a quantum chemistry calculation of C9H14IN in the gas phase, from the OMol25 dataset.

Computed properties:
- Gap between HOMO and LUMO (spin up / spin down): 7.33 / 7.32 eV
- Charge: 0
- Energy relative to the best compared isomer or geometry (same formula, charge and spin): 266.7 kJ/mol
- E_HOMO (spin up / spin down): -7.279 / -7.278 eV
- E_LUMO (spin up / spin down): 0.051 / 0.045 eV

Cartesian coordinates (Å):
I: -3.075 0.354 0.029
N: 1.066 -0.545 -1.334
C: -1.401 -0.713 0.515
C: 0.357 0.424 -0.722
C: -0.946 -0.627 1.995
C: 0.577 1.738 -0.593
C: -1.230 -2.054 -0.132
C: 1.924 2.312 -0.877
C: 0.190 -2.625 -0.130
C: -0.420 2.681 -0.024
C: 1.012 -1.789 -1.063
H: 1.819 -2.322 -1.591
H: -0.948 -1.649 2.488
H: -1.785 -2.921 0.434
H: 0.036 -0.232 2.017
H: 0.328 -3.648 -0.437
H: 2.699 1.874 -0.277
H: -1.552 -2.087 -1.179
H: 0.090 3.673 0.377
H: 2.093 3.436 -0.942
H: -1.644 0.016 2.428
H: -0.926 2.176 0.728
H: 2.233 2.092 -1.983
H: -1.188 3.070 -0.682
H: 0.692 -2.635 0.955



[6]
The following is a quantum chemistry calculation of 2 unconnected molecules or ions with the total composition C9H14N2O2, from the OMol25 dataset.

Computed properties:
- Gap between HOMO and LUMO: 9.15 eV
- Charge: 0
- Energy relative to the best compared isomer or geometry (same formula, charge and spin): 532.0 kJ/mol
- E_HOMO: -9.312 eV
- E_LUMO: -0.167 eV
- SMILES: O=c1cc[nH]c(=O)[nH]1.C1CCCC1

Cartesian coordinates (Å):
O: 1.306 -2.127 -1.556
O: 1.916 2.305 -1.153
N: 2.031 0.066 -1.137
N: 2.424 -1.414 0.500
C: -1.290 1.034 -0.974
C: 2.800 -0.488 1.273
C: -2.565 -0.862 0.219
C: -1.555 1.211 0.666
C: -1.493 -0.211 1.093
C: -2.032 -0.421 -1.105
C: 2.480 0.940 0.937
C: 1.908 -1.215 -0.857
C: 2.259 1.288 -0.455
H: -2.900 -0.765 -1.675
H: 2.993 -0.882 2.316
H: -0.873 1.840 1.015
H: -1.715 1.955 -1.809
H: -1.560 -0.293 2.113
H: -0.041 0.869 -1.219
H: 1.539 0.391 -2.055
H: -3.628 -0.586 0.531
H: -2.604 1.908 0.708
H: -0.479 -0.653 0.952
H: -1.195 -1.176 -1.181
H: 2.826 1.678 1.678
H: -2.870 -1.986 0.299
H: 2.320 -2.405 0.876



[7]
The following is a quantum chemistry calculation of C9H14N2OS2 in the gas phase, from the OMol25 dataset.

Computed properties:
- Gap between HOMO and LUMO: 8.67 eV
- Charge: 0
- Energy relative to the best compared isomer or geometry (same formula, charge and spin): 415.2 kJ/mol
- E_HOMO: -8.107 eV
- E_LUMO: 0.566 eV
- SMILES: COCCNC(=S)NCc1cccs1

Cartesian coordinates (Å):
S: 1.822 0.158 -0.982
S: -3.229 -2.373 -1.139
O: -1.794 2.858 -0.065
N: -2.494 -0.761 0.745
N: -0.749 -1.746 -0.338
C: -2.058 -1.543 -0.188
C: 2.838 -1.538 0.661
C: 3.563 0.035 -0.942
C: 1.673 -1.156 0.164
C: -0.501 3.104 -0.579
C: -2.222 1.471 -0.187
C: -1.908 0.680 1.107
C: 0.480 -1.835 0.601
C: 3.955 -0.862 0.000
H: -3.324 1.820 -0.541
H: -1.697 0.931 -1.084
H: -0.194 2.409 -1.467
H: -0.710 -2.466 -1.028
H: 4.974 -1.035 0.273
H: -0.541 4.251 -0.804
H: 2.978 -2.313 1.289
H: 0.363 3.052 0.237
H: 0.228 -1.687 1.793
H: -3.591 -0.699 0.471
H: 0.850 -2.928 0.423
H: -2.180 1.072 2.082
H: 4.325 0.430 -1.625
H: -0.857 0.670 1.124



[8]
The following is a quantum chemistry calculation of 2 unconnected molecules or ions with the total composition C9H14N3O, from the OMol25 dataset.

Computed properties:
- Gap between HOMO and LUMO (spin up / spin down): 9.51 / 9.51 eV
- Charge: +1
- Energy relative to the best compared isomer or geometry (same formula, charge and spin): 227.0 kJ/mol
- E_HOMO (spin up / spin down): -13.244 / -13.245 eV
- E_LUMO (spin up / spin down): -3.736 / -3.736 eV

Cartesian coordinates (Å):
O: -1.988 -0.504 -1.527
N: 1.640 -1.252 0.689
N: -2.451 -0.254 0.521
N: -3.362 -0.605 -1.426
C: 2.602 -1.925 -0.197
C: 1.465 1.200 -0.085
C: 1.137 -0.215 0.090
C: -4.965 -0.488 0.445
C: -1.445 -0.294 -0.372
C: 3.063 -0.771 -1.120
C: 0.478 2.249 -0.502
C: -3.633 -0.454 -0.179
C: 1.823 0.124 -1.151
H: 0.980 3.014 -1.096
H: 3.337 -1.121 -2.110
H: 2.211 1.561 0.619
H: 0.046 2.731 0.378
H: -0.318 1.807 -1.100
H: -5.724 -0.549 -0.330
H: 1.310 0.254 -2.091
H: 3.918 -0.247 -0.689
H: 1.528 -1.505 1.661
H: 2.112 -2.724 -0.762
H: -5.055 -1.361 1.094
H: -5.127 0.407 1.045
H: -2.376 -0.105 1.514
H: 3.409 -2.354 0.396



What are the maximum force values for these records? In order: 4.049; 5.195; 4.549; 2.132; 4.217; 7.470; 6.578; 2.313 eV Å⁻¹.
What are the E_tot values for these records? In order: -283815.5456; -40351.7485; -15249.0884; -21391.1545; -19145.8783; -16630.5650; -36254.2747; -16067.4003 eV.